Record 1
The following is a DFT calculation (ωB97M-V/def2-TZVPD) of C6H18F4HfO6 as an isolated structure at a distorted geometry.

The HOMO-LUMO gap comes out at 3.05 eV. As for the charge: 0. The value obtained for the largest force on an atom is 4.1 eV/A. The relative energy (zero: lowest compared OMol25 entry of this formula, charge and spin) comes out at 31.2113 eV. The calculation puts the total energy at -1137.35355 hartree.

Element x y z (Å)
Hf  1.519  0.256  -0.968
F  5.044  0.493  1.060
F  3.134  1.896  -4.262
F  0.865  4.243  -0.095
F  0.918  -3.264  1.130
C  0.283  1.734  6.849
C  0.646  2.158  5.445
O  0.727  1.007  4.700
O  1.384  1.145  7.586
H  -0.506  0.984  6.792
H  0.023  2.523  7.554
H  1.645  2.583  5.542
H  -0.050  2.868  5.000
H  1.161  0.454  5.354
H  1.765  0.375  7.158
C  1.215  -3.633  -4.790
C  2.564  -4.126  -4.174
O  3.114  -3.143  -3.235
O  0.469  -3.090  -3.826
H  0.738  -4.483  -5.278
H  1.171  -2.899  -5.594
H  3.351  -4.240  -4.920
H  2.520  -5.100  -3.688
H  3.749  -3.667  -2.742
H  -0.364  -3.568  -3.824
C  -3.955  1.837  -0.905
C  -3.964  2.332  -2.391
O  -2.587  2.238  -2.800
O  -3.006  0.754  -0.613
H  -4.882  1.548  -0.411
H  -3.506  2.645  -0.328
H  -4.635  3.178  -2.544
H  -4.393  1.522  -2.980
H  -2.660  2.289  -3.756
H  -3.493  0.151  -0.046

***

Record 2
The following is a DFT calculation (ωB97M-V/def2-TZVPD) of C6H18F4O3Pb as an isolated structure at a distorted geometry.

The HOMO-LUMO gap comes out at 6.27 eV. As for the charge: -2. The value obtained for the largest force on an atom is 3.0 eV/A. The relative energy (zero: lowest compared OMol25 entry of this formula, charge and spin) comes out at 0.4768 eV. The calculation puts the total energy at -1057.41941 hartree.

Element x y z (Å)
Pb  6.984  -21.685  -18.390
F  7.124  -19.763  -16.741
F  9.221  -20.772  -18.850
F  6.232  -24.135  -18.221
F  6.451  -19.606  -19.793
C  9.888  -23.659  -17.314
C  9.759  -22.608  -16.247
O  8.398  -22.216  -16.121
H  10.932  -23.982  -17.406
H  9.584  -23.242  -18.274
H  9.325  -24.564  -17.089
H  10.393  -21.727  -16.398
H  10.104  -22.967  -15.257
H  8.377  -21.397  -15.606
C  3.577  -22.128  -16.430
C  3.566  -21.017  -17.463
O  4.357  -21.440  -18.585
H  4.552  -22.432  -16.060
H  3.095  -23.023  -16.834
H  2.982  -21.819  -15.554
H  4.086  -20.137  -17.071
H  2.550  -20.754  -17.775
H  3.753  -21.766  -19.255
C  5.359  -22.418  -21.948
C  6.841  -22.627  -22.065
O  7.458  -22.217  -20.868
H  5.060  -21.423  -21.601
H  4.945  -23.057  -21.161
H  4.867  -22.584  -22.911
H  7.242  -22.081  -22.929
H  7.010  -23.696  -22.268
H  8.392  -22.040  -21.040

***

| no. | highest occupied orbital energy (eV) |
| --- | --- |
| 1 | -10.3 |
| 2 | -0.7 |